15
Properties=species:S:1:pos:R:3:forces:R:3 method="wB97M-V/def2-TZVPD" smiles="CN1CCS[P@]1(=O)Cl" e_above_lowest_kj_mol=87.0
C -0.782 -0.485 0.512 -1.7645 -0.0844 -1.7454
C 0.153 -1.468 1.218 1.7918 1.6125 -0.9559
C -0.910 1.212 -1.205 -3.0767 -1.3013 -1.9072
N -0.195 0.142 -0.645 5.7910 -0.4332 0.9273
O 2.419 0.774 -1.438 0.8349 -0.1720 -0.1053
P 1.712 0.185 -0.312 -5.1205 -0.1660 -3.3489
S 1.602 -1.798 0.058 0.2326 -1.2172 0.7342
Cl 1.882 1.160 1.338 0.5732 1.2962 2.0322
H -1.663 -0.975 -0.064 0.5801 0.4835 2.1617
H -0.988 0.355 1.196 -0.9623 -0.6949 0.3123
H 0.684 -0.911 1.997 -0.5729 -0.5408 0.3052
H -0.242 -2.381 1.592 -0.3904 -0.6791 0.0124
H -0.539 1.500 -2.219 0.1006 0.0872 1.1364
H -1.944 0.647 -1.481 1.7055 1.6235 0.4993
H -1.187 2.043 -0.547 0.2776 0.1861 -0.0585

16
Properties=species:S:1:pos:R:3:forces:R:3 method="wB97M-V/def2-TZVPD" smiles=CO[C@@H](C)CO e_above_lowest_kj_mol=132.0
C 1.575 1.134 0.299 0.2731 0.2276 0.0369
O 1.174 -0.215 0.441 -0.0077 -0.0065 -0.0284
C 0.048 -0.525 -0.354 -0.2607 0.0078 -0.1032
C -0.259 -2.003 -0.108 -0.0605 0.0612 0.0012
C -1.146 0.366 0.040 -0.1185 -0.3701 0.1090
O -1.125 1.674 -0.544 -0.2267 0.0610 0.0882
H 2.156 1.395 1.182 0.1198 -0.0264 -0.1024
H 2.179 1.273 -0.609 0.0502 -0.0469 0.0990
H 0.713 1.796 0.213 0.4369 -0.0238 0.1662
H 0.286 -0.377 -1.423 -0.0726 0.1031 0.1510
H 0.593 -2.630 -0.391 -0.1028 0.2346 0.0406
H -1.127 -2.330 -0.689 0.0961 0.0872 0.0573
H -0.462 -2.182 0.954 0.0016 0.0905 -0.1446
H -2.078 -0.114 -0.267 0.0064 -0.1377 0.0786
H -1.111 0.420 1.138 -0.1534 0.0377 -0.1556
H -1.417 2.316 0.119 0.0190 -0.2993 -0.2940

89
Properties=species:S:1:pos:R:3:forces:R:3 method="wB97M-V/def2-TZVPD" multiplicity=6 energy_ha=-3709.56113
Mn -8.691 17.772 15.099 -0.2566 -0.0608 0.3031
K -9.914 13.741 13.326 0.1904 0.4545 0.2387
C -5.562 15.617 16.619 0.2793 -1.0147 1.4974
C -6.771 16.335 16.209 -1.8325 -3.1573 2.0739
O -7.916 16.095 16.679 -0.0578 0.0859 0.7258
O -6.650 17.078 15.281 1.1479 4.0415 -4.3216
H -4.931 15.437 15.750 0.2302 0.1600 0.3720
H -5.849 14.695 17.125 0.1073 -0.2150 -0.2157
H -5.117 16.199 17.427 0.6310 0.1420 -0.2547
C -8.361 20.148 11.713 1.3720 -1.0329 -0.5837
C -8.604 19.138 12.865 -0.2544 1.7208 -0.5786
O -9.114 19.607 13.892 -0.9621 1.4830 1.5354
O -8.305 17.934 12.893 1.1125 -1.7622 -1.6345
H -9.224 20.490 11.141 -0.2041 -0.1524 0.5228
H -7.664 19.737 10.982 -0.2519 -0.6278 -0.2356
H -7.753 20.999 12.021 -0.6338 0.2181 0.7386
C -12.586 16.460 14.878 0.2841 -0.0810 0.5040
C -11.089 16.756 15.051 -0.0845 -0.3947 -0.0098
O -10.209 16.224 14.330 -0.1447 -1.0204 -1.2535
O -10.683 17.517 15.954 -0.8726 1.2727 0.8794
H -12.771 15.411 14.645 0.2373 -0.0718 0.0036
H -13.082 17.027 14.089 0.4073 0.2396 -0.0466
H -13.081 16.687 15.822 -0.0301 0.0527 -0.0615
C -9.873 15.922 10.220 0.1064 -0.5288 0.9595
O -10.601 16.434 11.352 0.3600 -0.2293 -1.0489
H -10.519 15.883 9.343 0.1539 0.1467 0.1138
H -8.909 16.402 10.047 -0.3152 0.8219 -0.2509
H -9.505 14.932 10.488 -0.3352 -0.6045 -0.3176
H -9.920 16.713 11.968 0.0822 0.3245 0.5897
C -8.080 19.429 17.951 0.6110 0.2490 1.1508
O -8.061 19.315 16.560 -0.3929 -0.6866 -0.4091
H -7.099 19.819 18.224 0.0269 0.1621 0.4393
H -8.835 20.154 18.251 -0.1841 -0.1852 0.2658
H -8.174 18.476 18.472 -0.4159 -0.1066 -0.3556
H -7.573 20.105 16.316 0.2976 0.6360 -1.0227
C -6.926 12.812 15.056 0.7776 0.2825 1.1893
O -7.530 11.905 14.186 -0.5906 -0.5151 -0.8204
H -5.851 12.786 14.880 0.1852 0.5405 -0.0299
H -7.331 13.817 14.938 0.0050 -0.0822 -0.0715
H -7.064 12.486 16.087 -0.2353 0.2712 0.2133
H -6.975 11.127 14.273 -0.3868 -0.3660 -0.3675
C -12.713 20.802 16.420 1.3658 -1.3333 -0.3205
O -12.393 19.639 17.178 -0.3334 0.0960 0.6627
H -13.286 21.438 17.094 -0.1496 0.1307 -0.7090
H -11.779 21.234 16.060 0.1421 0.8286 0.4786
H -13.119 20.459 15.468 -1.2025 0.4596 0.0915
H -11.817 19.066 16.667 0.3097 -0.3518 -0.2016
C -11.245 17.879 19.785 -0.2278 -0.6857 -0.5452
O -10.441 16.917 20.483 -0.4057 0.4169 0.0965
H -11.941 18.467 20.384 0.4736 0.2333 0.5416
H -10.629 18.499 19.133 -0.1705 0.1635 0.0829
H -11.934 17.310 19.160 0.2847 -0.1323 -0.2530
H -9.848 17.392 21.070 0.0250 0.0212 0.0353
C -6.476 14.359 12.178 -0.7227 1.4621 0.4505
O -7.701 15.061 12.424 -1.1352 -0.9518 0.0488
H -5.961 15.045 11.505 0.8237 -0.8208 -0.1218
H -6.004 14.261 13.155 0.6591 -0.2512 -0.4241
H -6.720 13.386 11.750 0.1685 0.1845 -0.0569
H -7.540 15.945 12.762 0.1504 0.4729 0.0656
C -3.365 18.882 15.749 0.3408 -1.4013 -0.3337
O -4.603 19.212 16.350 0.4921 1.3631 0.0043
H -3.484 18.439 14.760 -0.2689 -0.1503 0.0710
H -2.629 19.664 15.560 -0.7074 0.8249 0.5910
H -2.848 18.157 16.378 0.1356 -0.1823 0.0086
H -5.244 18.506 16.241 -0.0649 -0.3622 -0.4626
C -6.292 22.871 15.964 -0.7745 -1.2822 -0.2291
O -6.368 21.423 16.138 -0.3773 0.9227 -0.4838
H -5.823 23.259 16.868 -0.1566 0.5254 -0.3375
H -5.863 23.212 15.022 0.9158 -0.4137 0.1428
H -7.319 23.183 15.771 -0.1609 0.1408 0.8850
H -5.560 20.959 15.909 0.4587 -0.0685 0.0867
C -10.859 22.574 12.913 0.3372 -0.6720 1.0067
O -9.794 22.478 13.853 0.4068 0.9921 -0.1959
H -10.819 21.756 12.194 -0.0547 0.0571 -0.1963
H -11.776 22.481 13.495 -0.4601 0.2118 -0.4048
H -10.797 23.536 12.405 -0.0243 -0.0784 0.0879
H -9.601 21.570 14.100 -0.1362 -0.6282 -0.2866
C -4.176 17.127 12.596 -0.0813 -0.0258 -1.2863
O -3.286 16.449 11.715 0.6101 -0.7542 0.2608
H -3.896 18.178 12.536 -0.4431 0.2104 0.5482
H -5.175 16.960 12.191 -0.3482 0.4494 0.5037
H -4.125 16.725 13.608 0.2027 0.0076 -0.2019
H -3.578 16.569 10.809 -0.0472 0.1038 0.0944
C -10.573 14.303 18.196 1.2838 1.0320 -0.1298
O -9.542 13.991 17.212 -1.8173 -1.0511 0.2380
H -11.552 13.833 18.107 0.4209 -0.7151 -0.5436
H -10.141 14.122 19.180 -0.3425 -0.1133 0.1542
H -10.789 15.369 18.134 0.0548 0.1598 0.0958
H -8.989 14.771 17.128 0.3865 0.5457 -0.0355

103
Properties=species:S:1:pos:R:3:forces:R:3 method="wB97M-V/def2-TZVPD" multiplicity=2 e_above_lowest_kj_mol=20.2 charge=+1
Cd 0.225 -0.208 -0.565 -0.0095 -0.0443 0.0415
C 3.063 0.035 1.429 -0.0703 0.0074 -0.0275
N 3.299 -0.742 0.204 0.0606 -0.0435 0.0474
C 4.503 -0.234 -0.454 0.0250 0.0498 -0.0095
C 3.362 -2.145 0.474 -0.0618 0.0202 -0.0166
C 4.570 -2.761 0.768 0.0256 -0.0247 -0.0818
C 4.661 -4.127 0.993 -0.0153 -0.0076 -0.0061
C 3.523 -4.920 0.912 0.0063 0.0005 -0.0061
C 2.305 -4.333 0.660 -0.0241 0.0349 0.0161
C 2.176 -2.935 0.469 -0.0432 -0.0448 -0.0529
N 0.962 -2.376 0.181 0.0198 0.0792 0.1284
C -0.205 -2.939 0.659 0.0210 -0.0382 0.0663
C -0.296 -3.594 1.903 0.0181 0.0320 -0.0747
C -1.519 -3.970 2.418 -0.0130 -0.0011 -0.0067
C -2.683 -3.707 1.706 0.0280 -0.0088 0.0283
C -2.622 -3.078 0.470 -0.0019 0.0291 -0.0103
C -1.403 -2.699 -0.065 0.0458 0.0059 0.0015
N -1.277 -2.072 -1.344 -0.0430 0.0394 -0.0092
C -0.657 -2.994 -2.312 0.0211 -0.0285 -0.0363
C -2.535 -1.543 -1.890 0.0356 -0.0050 0.0076
H 3.932 -0.005 2.099 0.0095 0.0030 -0.0015
H 2.872 1.078 1.170 -0.0058 -0.0044 0.0036
H 2.201 -0.352 1.960 -0.0415 -0.0116 0.0299
H 5.360 -0.158 0.225 -0.0055 -0.0064 -0.0025
H 4.781 -0.873 -1.293 -0.0044 0.0110 -0.0031
H 4.308 0.772 -0.827 -0.0145 -0.0085 0.0028
H 5.470 -2.165 0.821 0.0019 -0.0041 -0.0038
H 5.622 -4.570 1.216 0.0048 -0.0034 -0.0015
H 3.590 -5.993 1.034 0.0009 -0.0040 0.0058
H 1.424 -4.950 0.553 -0.0258 0.0015 0.0165
H 0.603 -3.729 2.488 0.0185 -0.0155 0.0064
H -1.570 -4.442 3.390 0.0022 -0.0014 0.0005
H -3.645 -3.982 2.114 -0.0052 -0.0035 0.0062
H -3.540 -2.877 -0.064 0.0259 -0.0080 0.0182
H -1.285 -3.880 -2.452 0.0005 -0.0020 -0.0097
H -0.553 -2.492 -3.273 -0.0023 0.0033 -0.0024
H 0.328 -3.303 -1.966 -0.0525 0.0095 -0.0321
H -3.219 -2.345 -2.191 0.0127 -0.0100 0.0070
H -3.025 -0.908 -1.154 0.0452 -0.0321 -0.0369
H -2.309 -0.940 -2.768 0.0098 0.0018 0.0060
N -5.209 3.038 -1.978 -0.0115 -0.0302 -0.0157
N -3.827 3.132 -2.031 0.0241 0.0201 0.0037
N -3.182 4.269 -1.926 -0.0160 0.0094 -0.0169
C -1.923 3.848 -1.934 -0.0930 -0.0027 0.0088
N -1.837 2.518 -2.055 0.0635 -0.0045 -0.0474
N -3.074 2.073 -2.104 0.0361 -0.0134 -0.0210
H -5.553 3.988 -1.886 0.0024 -0.0215 0.0205
H -5.534 2.641 -2.853 -0.0058 0.0469 -0.0092
H -1.081 4.509 -1.831 0.0142 0.0026 0.0056
C 0.201 0.445 -3.778 -0.0259 0.0398 -0.0028
C 1.015 0.771 -5.055 -0.0023 0.0032 0.0003
N 2.397 1.101 -4.709 0.0018 0.0080 0.0052
C 2.389 2.153 -3.696 -0.0092 -0.0072 0.0000
C 1.758 1.621 -2.388 0.0393 -0.0068 0.0370
N 1.135 0.292 -2.634 -0.0555 0.0184 0.0155
C 2.172 -0.691 -3.035 -0.0342 -0.0420 -0.0683
C 3.047 -0.084 -4.153 0.0010 -0.0043 -0.0059
H -0.356 -0.484 -3.894 -0.0185 -0.0175 0.0031
H -0.506 1.232 -3.520 0.0246 -0.0214 -0.0076
H 0.574 1.614 -5.588 -0.0040 -0.0011 -0.0011
H 1.032 -0.077 -5.742 0.0021 -0.0034 -0.0023
H 1.822 2.998 -4.087 0.0044 0.0050 0.0013
H 3.412 2.492 -3.527 0.0030 -0.0026 0.0011
H 0.979 2.285 -2.012 -0.0150 0.0024 0.0021
H 2.499 1.494 -1.595 -0.0096 -0.0059 -0.0339
H 1.645 -1.582 -3.384 0.0333 0.0397 0.0220
H 2.743 -0.970 -2.156 0.0634 -0.0087 0.0617
H 3.217 -0.809 -4.951 -0.0043 0.0007 0.0019
H 4.024 0.217 -3.770 0.0050 -0.0037 -0.0030
C -0.967 5.715 0.909 -0.0002 0.0056 -0.0012
C 0.195 5.000 0.642 0.0075 -0.0011 0.0021
C 0.199 3.619 0.775 -0.0096 -0.0085 -0.0200
C -0.940 2.928 1.189 0.0126 0.0030 -0.0011
C -2.095 3.659 1.457 0.0287 0.0161 0.0239
C -2.110 5.042 1.313 -0.0017 -0.0071 -0.0024
Ge -0.845 0.987 1.447 0.0117 0.0030 0.0297
C 0.196 0.718 3.094 -0.0022 -0.0198 -0.0013
C 0.829 1.777 3.741 0.0062 0.0016 -0.0217
C 1.629 1.557 4.857 0.0021 -0.0062 0.0109
C 1.803 0.273 5.351 0.0040 0.0112 -0.0035
C 1.165 -0.793 4.729 -0.0086 0.0015 -0.0009
C 0.375 -0.568 3.612 -0.0353 0.0043 -0.0016
C -2.654 0.316 1.829 -0.0281 0.0339 -0.0476
C -3.671 0.466 0.882 0.0208 0.0263 -0.0307
C -4.950 -0.019 1.114 0.0074 0.0018 0.0025
C -5.239 -0.670 2.306 0.0103 0.0017 0.0070
C -4.247 -0.811 3.265 -0.0191 -0.0094 -0.0026
C -2.969 -0.319 3.029 0.0020 0.0028 -0.0009
H -0.977 6.793 0.807 -0.0007 0.0056 0.0011
H 1.094 5.521 0.338 0.0035 0.0024 -0.0024
H 1.114 3.070 0.562 0.0024 0.0028 0.0022
H -2.991 3.150 1.791 -0.0186 -0.0104 0.0028
H -3.016 5.596 1.523 -0.0078 0.0032 0.0016
H 0.701 2.789 3.377 -0.0001 -0.0002 -0.0030
H 2.112 2.394 5.345 0.0028 0.0043 0.0021
H 2.425 0.103 6.221 0.0026 0.0008 0.0062
H 1.286 -1.797 5.116 -0.0019 -0.0110 0.0034
H -0.112 -1.411 3.133 -0.0005 0.0204 0.0108
H -3.470 0.982 -0.052 0.0006 -0.0372 0.0666
H -5.723 0.122 0.368 -0.0106 0.0036 -0.0114
H -6.236 -1.047 2.493 -0.0083 -0.0054 0.0051
H -4.469 -1.296 4.207 -0.0010 -0.0020 0.0014
H -2.218 -0.424 3.801 0.0168 -0.0043 0.0093

19
Properties=species:S:1:pos:R:3:forces:R:3 method="wB97M-V/def2-TZVPD" smiles=CCC.CC e_above_lowest_kj_mol=71.6
C -0.957 -0.680 -2.168 -0.1975 1.5599 -0.7160
C 0.061 0.449 -2.483 -0.1631 -0.5951 -0.3672
C -0.952 -1.062 -0.704 -0.1566 -0.8864 0.2254
H -1.917 -0.228 -2.440 -0.1736 0.0713 0.3923
H -0.928 -1.457 -2.927 0.5754 -0.6848 0.4547
H -0.089 1.189 -1.701 0.1066 0.5368 -0.2987
H -1.253 -0.284 0.003 -0.0525 0.3371 -0.5192
H -0.113 0.823 -3.501 -0.2587 0.3532 0.4248
H 1.128 0.205 -2.511 -0.1359 -0.5121 0.4387
H -1.621 -1.897 -0.478 0.0711 -0.0733 -0.1830
H 0.043 -1.352 -0.384 0.1787 -0.2762 -0.0744
C 1.070 0.015 1.870 0.0957 0.3326 -0.0188
C 0.501 0.989 2.899 0.6715 1.1654 1.2759
H 2.113 0.324 1.754 0.1035 -0.7988 0.0641
H 0.911 -1.027 2.135 0.5682 -0.0861 0.3754
H 0.685 0.049 0.859 -0.4792 0.6293 0.1079
H 1.310 1.324 3.575 0.2180 -0.1681 -0.4789
H 0.174 1.954 2.491 -0.3607 -0.4317 -0.1455
H -0.166 0.669 3.710 -0.6111 -0.4731 -0.9575

11
Properties=species:S:1:pos:R:3:forces:R:3 method="wB97M-V/def2-TZVPD" smiles="C/C=N/[SiH3]" e_above_lowest_kj_mol=221.0
C -0.750 -0.337 0.013 8.3943 5.2834 0.3115
C -2.057 0.293 0.029 -0.4599 0.1771 0.0761
N 0.568 0.611 0.075 -8.5590 -4.6619 -0.2349
Si 2.141 -0.051 -0.020 0.1950 -0.2202 0.0080
H -0.559 -1.392 -0.059 -0.0471 -0.3513 -0.0835
H -2.157 0.939 0.903 0.0011 -0.0278 0.0323
H -2.852 -0.451 0.022 -0.0779 0.0574 0.0033
H -2.156 0.945 -0.840 -0.0387 -0.0126 -0.0643
H 2.246 -1.424 -0.536 0.0040 -0.2945 -0.1003
H 2.731 -0.008 1.320 0.2436 -0.0087 0.2442
H 2.845 0.875 -0.907 0.3445 0.0592 -0.1926